Entry 1:
Formula: CH2Cl2S2
Source: OMol25
Level of theory: ωB97M-V/def2-TZVPD

Output
HOMO-LUMO gap, hartree: 0.30852
LUMO, eV: -1.08
Strongest force on any atom, hartree/bohr: 0.0575
SMILES: S=C(S)Cl.Cl
HOMO, Ha: -0.3481
Total charge: 0
ΔE to the lowest compared entry with this formula, charge and spin, kcal per mole: 13.1

XYZ file:
```
7
CH2Cl2S2 (ωB97M-V/def2-TZVPD)
S 1.866 -1.980 -0.298
C 0.539 -1.319 0.478
S -0.507 -0.011 -0.118
Cl -0.057 -2.210 1.960
H -1.136 0.469 0.961
Cl -0.085 2.526 -2.076
H -0.621 2.524 -0.907
```

Atom charges from the natural (NBO) analysis, given in e for atoms 1 to 5: S 0.11; C -0.37; S 0.12; Cl -0.01; H 0.14

Entry 2:
Formula: C17H45ClN3O5S
Source: OMol25
Level of theory: ωB97M-V/def2-TZVPD

Output
HOMO-LUMO gap, hartree: 0.17250
LUMO, eV: -5.84
Strongest force on any atom, hartree/bohr: 0.0595
HOMO, Ha: -0.3872
Total charge: +1

XYZ file:
```
72
C17H45ClN3O5S (ωB97M-V/def2-TZVPD)
C 7.311 -3.609 -3.823
C 7.171 -2.363 -4.772
O 7.126 -1.217 -3.913
C 5.965 -0.449 -4.210
C 4.659 -1.147 -3.660
O 3.839 -1.445 -4.805
C 2.925 -2.449 -4.552
S 3.738 -4.125 -4.345
Cl 2.315 -5.518 -4.787
H 7.690 -4.493 -4.367
H 6.337 -3.860 -3.346
H 8.024 -3.346 -3.021
H 8.063 -2.352 -5.425
H 6.265 -2.450 -5.406
H 5.912 -0.368 -5.315
H 6.010 0.570 -3.796
H 4.170 -0.474 -2.929
H 5.011 -2.041 -3.107
H 2.294 -2.537 -5.460
H 2.224 -2.216 -3.722
H 4.704 -4.212 -5.327
C -2.918 -2.016 -1.171
C -2.511 -3.322 -1.844
C -1.044 -3.347 -2.309
O -0.784 -2.588 -3.488
C -0.663 -1.191 -3.275
N -3.436 -3.601 -2.947
H -3.110 -1.216 -1.887
H -3.841 -2.155 -0.606
H -2.152 -1.673 -0.472
H -2.623 -4.117 -1.101
H -0.790 -4.379 -2.568
H -0.361 -3.049 -1.502
H -0.185 -0.960 -2.318
H -1.639 -0.710 -3.337
H -0.048 -0.783 -4.080
H -3.236 -4.523 -3.324
H -3.201 -2.970 -3.711
C -4.789 1.745 3.256
C -4.381 0.437 2.585
C -2.916 0.413 2.114
O -2.662 1.165 0.937
C -2.544 2.563 1.152
N -5.311 0.154 1.486
H -4.984 2.541 2.537
H -5.709 1.605 3.826
H -4.018 2.090 3.951
H -4.490 -0.356 3.332
H -2.661 -0.621 1.859
H -2.232 0.713 2.918
H -2.071 2.793 2.110
H -3.524 3.041 1.087
H -1.929 2.977 0.352
H -5.109 -0.769 1.112
H -5.077 0.782 0.721
C -0.410 4.922 6.955
C -0.643 3.509 6.431
C -0.315 3.336 4.938
O -1.278 3.883 4.050
C -1.189 5.287 3.874
N -2.022 3.109 6.735
H -1.210 5.608 6.679
H -0.364 4.917 8.045
H 0.535 5.329 6.587
H 0.029 2.845 6.985
H -0.298 2.263 4.719
H 0.685 3.719 4.699
H -0.153 5.638 3.898
H -1.784 5.807 4.626
H -1.615 5.530 2.899
H -2.144 2.130 6.489
H -2.631 3.601 6.084
```

Atom charges from the Löwdin analysis, given in e for atoms 1 to 5: C -0.07; C -0.25; O -0.15; C -0.15; C -0.14

Entry 3:
Formula: C35H53BrGe2PRh
Source: OMol25
Level of theory: ωB97M-V/def2-TZVPD

Output
HOMO-LUMO gap (alpha / beta), hartree: 0.27905 / 0.19223
LUMO (alpha / beta), eV: -5.51 / -8.30
Strongest force on any atom, hartree/bohr: 0.0184
HOMO (alpha / beta), Ha: -0.4814 / -0.4972
Total charge: +2
⟨S²⟩: 6.067
Multiplicity: 5

XYZ file:
```
93
C35H53BrGe2PRh (ωB97M-V/def2-TZVPD)
Rh -0.633 -0.122 -0.192
Br -2.303 -2.188 0.088
C -3.758 -1.054 0.465
C -4.984 -1.645 0.654
C -6.093 -0.830 0.901
C -5.943 0.537 0.948
C -4.682 1.129 0.755
C -4.540 2.543 0.799
C -3.310 3.151 0.612
C -2.188 2.371 0.377
C -2.253 0.952 0.285
C -3.541 0.329 0.501
H -5.091 -2.724 0.610
H -7.066 -1.285 1.051
H -6.800 1.178 1.139
H -5.424 3.147 0.992
H -3.220 4.230 0.658
H -1.237 2.871 0.270
C -1.012 -1.853 4.655
C -1.338 -1.595 3.171
Ge -0.482 -0.021 2.347
C -1.090 1.647 3.148
C -0.785 1.796 4.653
C 1.330 -0.270 3.087
C 2.464 -0.340 2.313
Ge 1.951 -0.506 0.340
C 2.480 -2.288 -0.251
C 3.927 -2.757 -0.053
C 2.707 1.171 -0.344
C 4.224 1.330 -0.530
C 3.790 -0.204 2.831
C 3.989 0.213 4.181
C 5.249 0.279 4.715
C 6.356 -0.048 3.919
C 6.194 -0.432 2.584
C 4.932 -0.498 2.045
H -1.567 -2.729 5.002
H -1.291 -1.025 5.305
H 0.045 -2.075 4.821
H -2.412 -1.439 3.030
H -1.056 -2.451 2.561
H -2.163 1.710 2.952
H -0.612 2.449 2.580
H -1.310 1.057 5.257
H -1.101 2.780 5.012
H 0.285 1.712 4.871
H 1.349 -0.505 4.161
H 2.213 -2.346 -1.303
H 1.784 -2.932 0.287
H 4.647 -2.133 -0.584
H 4.020 -3.766 -0.460
H 4.214 -2.809 0.997
H 2.303 1.916 0.345
H 2.204 1.309 -1.292
H 4.763 1.373 0.415
H 4.422 2.275 -1.042
H 4.660 0.536 -1.144
H 3.136 0.474 4.799
H 5.389 0.578 5.747
H 7.353 -0.001 4.345
H 7.058 -0.674 1.974
H 4.807 -0.787 1.015
C -3.448 -0.650 -2.841
C -2.306 0.097 -3.537
C -2.268 -0.304 -5.022
P -0.689 -0.027 -2.648
C 0.293 -1.444 -3.278
C 0.987 -1.257 -4.635
C -0.479 -2.769 -3.219
C 0.234 1.507 -3.140
C 0.030 2.029 -4.569
C -0.073 2.637 -2.146
H -4.341 -0.595 -3.471
H -3.697 -0.209 -1.876
H -3.215 -1.710 -2.697
H -2.512 1.170 -3.463
H -2.272 -1.392 -5.134
H -1.429 0.096 -5.576
H -3.179 0.070 -5.498
H 1.072 -1.488 -2.525
H 0.279 -1.240 -5.463
H 1.655 -2.110 -4.801
H 1.600 -0.355 -4.679
H -1.267 -2.811 -3.972
H -0.933 -2.954 -2.245
H 0.209 -3.594 -3.424
H 1.280 1.220 -3.039
H -1.012 2.301 -4.757
H 0.352 1.328 -5.338
H 0.626 2.938 -4.691
H -1.126 2.933 -2.205
H 0.536 3.520 -2.374
H 0.135 2.348 -1.116
```

Atom charges from the natural (NBO) analysis, given in e for atoms 1 to 5: Rh 0.26; Br 0.22; C -0.07; C -0.20; C -0.17

Entry 4:
Formula: C22H39F5O12PS
Source: OMol25
Level of theory: ωB97M-V/def2-TZVPD

Output
HOMO-LUMO gap, hartree: 0.28566
LUMO, eV: 2.06
Strongest force on any atom, hartree/bohr: 0.0482
HOMO, Ha: -0.2099
Total charge: -1

XYZ file:
```
80
C22H39F5O12PS (ωB97M-V/def2-TZVPD)
C -0.209 5.287 3.188
C -0.767 4.226 3.057
P -1.497 2.518 3.103
S -0.089 1.876 1.381
O -0.849 1.608 0.173
O 0.919 2.896 1.147
C 0.934 0.275 1.613
F 0.682 -0.524 0.553
F 2.238 0.609 1.516
C 0.779 -0.608 2.906
F 1.952 -0.664 3.568
F -0.150 -0.215 3.761
F 0.491 -1.879 2.554
O -2.592 3.012 1.924
C -3.906 2.628 2.289
C -3.885 2.398 3.840
O -2.664 2.856 4.332
H 0.467 6.098 3.307
H -2.022 1.173 3.065
H -0.536 2.212 4.114
H -4.201 1.758 1.696
H -4.612 3.441 2.105
H -4.076 1.350 4.115
H -4.751 2.940 4.238
O -5.066 0.346 0.609
C -5.647 -0.694 0.729
O -6.982 -0.731 0.502
C -7.719 -1.948 0.421
C -8.185 -2.422 1.783
C -4.943 -1.939 1.214
H -7.149 -2.715 -0.106
H -8.582 -1.717 -0.203
H -7.343 -2.656 2.435
H -8.804 -3.315 1.686
H -8.768 -1.641 2.272
H -4.983 -1.965 2.302
H -3.903 -1.875 0.904
H -5.349 -2.865 0.812
O 0.324 4.189 -6.441
C 0.047 3.291 -5.683
O -0.572 3.577 -4.534
C -1.120 2.566 -3.665
C -0.103 2.023 -2.689
C 0.463 1.867 -5.968
H -1.592 1.777 -4.254
H -1.917 3.068 -3.119
H 0.717 1.518 -3.207
H -0.569 1.319 -2.009
H 0.329 2.831 -2.100
H 1.452 1.695 -5.553
H 0.506 1.738 -7.047
H -0.222 1.119 -5.578
O 3.803 -5.289 7.636
C 3.868 -4.976 6.478
O 2.913 -4.187 5.958
C 3.012 -3.598 4.653
C 2.487 -4.527 3.578
C 4.950 -5.519 5.571
H 4.031 -3.267 4.452
H 2.396 -2.705 4.691
H 3.077 -5.443 3.514
H 2.509 -4.033 2.607
H 1.460 -4.815 3.801
H 4.608 -6.457 5.137
H 5.830 -5.713 6.178
H 5.243 -4.837 4.776
O 2.830 -0.219 -5.586
C 3.895 0.184 -5.962
O 4.877 0.364 -5.057
C 6.229 0.652 -5.415
C 6.461 2.138 -5.595
C 4.133 0.582 -7.400
H 6.529 0.078 -6.294
H 6.826 0.283 -4.583
H 5.871 2.540 -6.418
H 7.515 2.336 -5.798
H 6.171 2.675 -4.693
H 3.863 1.631 -7.523
H 3.482 -0.022 -8.027
H 5.154 0.427 -7.740
```

Atom charges from the Löwdin analysis, given in e for atoms 1 to 5: C 0.02; C -0.22; P 0.44; S 0.67; O -0.38